[1]
This record from the Open Molecules 2025 dataset describes the ion CH8N4S with charge +2 at a distorted geometry. The level of theory is the ωB97M-V functional and the def2-TZVPD basis.

Last column: Mulliken charge in e.
CARTESIAN COORDINATES (ANGSTROEM)
C 0.33321 0.56063 0.42325  -0.535
N 1.71606 0.42660 0.03557  0.151
N -0.61921 -0.56783 0.45444  0.004
N 2.14280 0.27273 -1.28205  -0.266
N -1.95239 -0.34974 0.01460  -0.226
S -3.44422 -1.13187 0.05083  0.185
H 0.41109 0.93451 1.41632  0.380
H -0.18297 1.44797 -0.09326  0.456
H 2.47904 0.07595 0.54566  0.282
H -0.37467 -1.51521 0.99323  0.342
H 3.16946 0.30362 -1.41256  0.327
H 1.67245 0.53157 -2.15189  0.318
H -2.06244 0.58596 -0.32740  0.331
H -3.28821 -1.57490 1.33327  0.250

Computed properties:
Kohn-Sham gap (alpha / beta) ... 8.3 / 6.9 eV
Total charge ... +2
LUMO (alpha / beta) ... -0.3779 / -0.4037 Ha
ΔE to the lowest compared entry with this formula, charge and spin ... 1.756 eV
HOMO level (alpha / beta) ... -18.56 / -17.86 eV

=====

[2]
This record from the Open Molecules 2025 dataset describes a cluster of 2 separate species, CH8N4S2 in total at a distorted geometry. The level of theory is the ωB97M-V functional and the def2-TZVPD basis.

Last column: Mulliken charge in e.
CARTESIAN COORDINATES (ANGSTROEM)
C -1.08124 -0.06691 0.23649  0.434
N 1.59779 -0.69079 -0.49752  -0.043
N -1.50522 1.14392 -0.09649  0.088
N 2.71151 -1.21718 -0.35958  -0.171
N -0.93745 2.30986 0.19530  -0.410
S -2.03684 -1.44780 -0.21646  -0.007
S 0.11999 -0.20839 1.48293  -0.193
H 0.78063 -1.40908 -0.68836  0.384
H -2.15571 1.24078 -0.87562  0.270
H 2.74866 -2.18344 -0.02207  0.291
H 3.55528 -0.64438 -0.30464  0.300
H -0.78864 3.01734 -0.42845  0.280
H -0.16777 2.33906 0.89637  0.305
H -2.39063 -0.84732 -1.30170  0.202
H -0.45034 -1.33568 1.97980  0.269

Computed properties:
Kohn-Sham gap (alpha / beta) ... 5.6 / 6.7 eV
⟨S²⟩ ... 2.02
Total charge ... +2
2S+1 ... 3
LUMO (alpha / beta) ... -0.3493 / -0.4238 Ha
ΔE to the lowest compared entry with this formula, charge and spin ... 0.090 eV
HOMO level (alpha / beta) ... -15.14 / -18.20 eV

=====

[3]
This record from the Open Molecules 2025 dataset describes a cluster of 2 separate species, CH8N5 in total at a distorted geometry. The level of theory is the ωB97M-V functional and the def2-TZVPD basis.

Last column: Mulliken charge in e.
CARTESIAN COORDINATES (ANGSTROEM)
C -2.03572 -0.27826 -0.29420  0.257
N 1.45829 0.66488 -0.46868  -0.345
N -1.11117 0.39752 0.21329  -0.219
N -3.29888 -0.30753 0.17055  -0.375
N 3.51164 -0.37945 0.27097  -0.355
N 2.05582 -0.38931 -0.22192  -0.004
H -1.64576 -0.86776 -1.15129  0.321
H 1.87930 1.52424 -0.43710  0.172
H -0.14167 0.44656 -0.25291  0.361
H -1.30288 0.93710 1.03750  0.194
H -3.43040 0.17135 1.08202  0.242
H -3.91235 -0.98693 -0.20486  0.253
H 3.85227 -1.28483 0.18901  0.252
H 4.12151 0.35243 0.06763  0.247

Computed properties:
Kohn-Sham gap ... 10.8 eV
Total charge ... +1
LUMO ... -0.1137 Ha
ΔE to the lowest compared entry with this formula, charge and spin ... 2.735 eV
HOMO level ... -13.87 eV

=====

[4]
This record from the Open Molecules 2025 dataset describes a cluster of 2 separate species, CH8NO in total at a distorted geometry. The level of theory is the ωB97M-V functional and the def2-TZVPD basis.

Last column: Mulliken charge in e.
CARTESIAN COORDINATES (ANGSTROEM)
N -0.82388 -0.39512 1.49432  -0.449
H 0.04482 -0.57479 1.97391  0.372
H -1.46776 -1.15865 1.52669  0.373
H -0.68938 -0.10963 0.45946  0.331
H -1.26298 0.42664 1.87576  0.396
C 1.08743 0.38603 -1.06974  -0.614
O -0.37728 0.25366 -1.05320  -0.614
H 1.53891 -0.59752 -0.96305  0.286
H 1.25350 1.18064 -0.35207  0.281
H 1.38955 0.74336 -2.05207  0.323
H -0.69293 -0.15461 -1.84001  0.315

Computed properties:
Kohn-Sham gap ... 12.0 eV
Total charge ... +1
LUMO ... -0.1405 Ha
ΔE to the lowest compared entry with this formula, charge and spin ... 0.622 eV
HOMO level ... -15.78 eV

=====

[5]
This record from the Open Molecules 2025 dataset describes a cluster of 3 separate species, CH8NO2 in total at a distorted geometry. The level of theory is the ωB97M-V functional and the def2-TZVPD basis.

Last column: Mulliken charge in e.
CARTESIAN COORDINATES (ANGSTROEM)
C 0.44774 -0.88432 0.23449  -0.475
N -0.53402 0.05257 0.09644  -0.284
H 0.10587 -1.90720 0.30555  0.273
H 1.45263 -0.53628 -0.00300  0.214
H -0.32825 1.02673 0.24477  0.150
H -1.50582 -0.03118 -0.13175  0.177
H -3.69801 1.46067 0.89035  0.313
H -3.71648 2.05094 -0.48163  0.316
O -3.16328 1.48536 0.08330  -0.637
H 3.40150 -1.44623 -0.91970  0.316
H 4.15860 -0.65122 0.11028  0.300
O 3.37951 -0.61986 -0.42911  -0.664

Computed properties:
Kohn-Sham gap (alpha / beta) ... 6.1 / 10.4 eV
⟨S²⟩ ... 0.75
Total charge ... 0
2S+1 ... 2
LUMO (alpha / beta) ... 0.0275 / 0.0273 Ha
ΔE to the lowest compared entry with this formula, charge and spin ... 0.140 eV
HOMO level (alpha / beta) ... -5.37 / -9.69 eV

=====

[6]
This record from the Open Molecules 2025 dataset describes a cluster of 3 separate species, CH8NO2 in total at a distorted geometry. The level of theory is the ωB97M-V functional and the def2-TZVPD basis.

Last column: Mulliken charge in e.
CARTESIAN COORDINATES (ANGSTROEM)
C -0.81639 0.06536 0.32871  -0.008
N -0.74145 0.35812 -0.93939  -0.132
H -1.58409 -0.71530 0.71424  0.277
H -0.11802 0.51717 1.10073  0.273
H 0.10307 0.81881 -1.37276  0.315
H -1.49311 0.03797 -1.57027  0.281
H 2.37628 1.96578 -1.99492  0.352
H 2.02957 0.72737 -2.62840  0.334
O 1.64916 1.26561 -1.89317  -0.708
H 0.06287 -1.36316 3.21507  0.303
H -0.98159 -2.26669 2.61290  0.319
O -0.48630 -1.41105 2.42726  -0.608

Computed properties:
Kohn-Sham gap ... 11.1 eV
Total charge ... +1
LUMO ... -0.1731 Ha
ΔE to the lowest compared entry with this formula, charge and spin ... 0.941 eV
HOMO level ... -15.77 eV

=====

[7]
This record from the Open Molecules 2025 dataset describes a cluster of 3 separate species, CH8NO3 in total at a distorted geometry. The level of theory is the ωB97M-V functional and the def2-TZVPD basis.

Last column: Mulliken charge in e.
CARTESIAN COORDINATES (ANGSTROEM)
N 0.29946 1.47836 1.43423  -0.735
C -0.48329 0.40978 0.79042  -0.382
O 0.07047 -0.08583 -0.35371  -0.958
H 1.11436 1.02352 1.85436  0.257
H 0.74502 2.00905 0.69084  0.275
H -0.65178 -0.32137 1.59550  0.277
H -1.44874 0.87110 0.55623  0.319
H 1.31578 -0.77050 -0.20329  0.484
H 2.41736 -1.71900 -0.91268  0.236
O 2.23930 -1.29537 -0.07070  -0.777
H -1.98999 -0.60136 -2.57494  0.272
H -1.38677 -0.50605 -1.14803  0.437
O -2.24116 -0.49235 -1.65824  -0.704

Computed properties:
Kohn-Sham gap ... 8.4 eV
Total charge ... -1
LUMO ... 0.1606 Ha
ΔE to the lowest compared entry with this formula, charge and spin ... 0.103 eV
HOMO level ... -4.03 eV

=====

[8]
This record from the Open Molecules 2025 dataset describes a cluster of 3 separate species, CH8NO3 in total at a distorted geometry. The level of theory is the ωB97M-V functional and the def2-TZVPD basis.

Last column: Mulliken charge in e.
CARTESIAN COORDINATES (ANGSTROEM)
N 0.57856 -0.59893 -1.89177  -0.630
C 0.95335 0.54227 -0.96579  -0.104
O -0.02955 0.87822 -0.04665  -0.408
H 0.84015 -1.56443 -1.61311  0.249
H -0.48031 -0.78077 -2.17931  0.314
H 1.86214 0.10167 -0.49965  0.327
H 1.19739 1.46226 -1.62672  0.261
H -1.29453 -0.22842 -0.24501  0.342
H -1.22100 -1.76839 -0.00507  0.305
O -1.86398 -1.06156 -0.20526  -0.692
H 0.60687 0.27930 1.84883  0.360
H -0.24488 1.04567 2.61642  0.316
O 0.51405 0.48234 2.84450  -0.641

Computed properties:
Kohn-Sham gap (alpha / beta) ... 10.8 / 6.9 eV
⟨S²⟩ ... 0.75
Total charge ... 0
2S+1 ... 2
LUMO (alpha / beta) ... 0.0203 / -0.1193 Ha
ΔE to the lowest compared entry with this formula, charge and spin ... 0.934 eV
HOMO level (alpha / beta) ... -10.24 / -10.17 eV

=====

[9]
This record from the Open Molecules 2025 dataset describes the ion CH8NOSi with charge +1 at a distorted geometry. The level of theory is the ωB97M-V functional and the def2-TZVPD basis.

Last column: Mulliken charge in e.
CARTESIAN COORDINATES (ANGSTROEM)
N -1.56877 0.27426 -0.37909  -0.328
C -0.64450 -0.03536 0.66710  -0.379
O 0.60536 0.49286 0.45604  -0.294
Si 2.04083 -0.01676 -0.32954  0.397
H -1.15764 0.03509 -1.34626  0.360
H -1.74795 1.28951 -0.28470  0.374
H -2.55717 -0.26721 -0.31689  0.416
H -0.46698 -1.20114 0.81469  0.336
H -1.06430 0.41489 1.57927  0.297
H 2.03276 -1.44907 -0.03768  -0.074
H 1.63036 0.30592 -1.71404  -0.091
H 2.92516 0.79881 0.45241  -0.015

Computed properties:
Kohn-Sham gap ... 11.2 eV
Total charge ... +1
LUMO ... -0.1513 Ha
ΔE to the lowest compared entry with this formula, charge and spin ... 0.000 eV
SMILES ... [NH3+]CO[SiH3]
HOMO level ... -15.27 eV

=====

[10]
This record from the Open Molecules 2025 dataset describes a cluster of 2 separate species, CH8NP4 in total at a distorted geometry. The level of theory is the ωB97M-V functional and the def2-TZVPD basis.

Last column: Mulliken charge in e.
CARTESIAN COORDINATES (ANGSTROEM)
C -1.32848 -0.35678 2.05568  -0.420
N 0.08507 -1.00889 0.74349  -0.429
P 1.25504 -1.22431 -1.96020  -0.134
P 2.19264 1.24537 0.28445  -0.055
P -1.08839 1.55955 -0.66426  -0.102
P 0.40972 0.08355 -0.36847  0.565
H -1.44496 -1.17553 2.60626  0.342
H -2.02225 0.16639 1.52701  0.373
H -0.02976 -0.96337 -2.79979  0.145
H 0.67844 -2.47218 -1.21899  0.179
H 1.81171 1.93540 1.39777  0.131
H 2.59107 0.19970 1.04905  0.141
H -0.94337 1.50291 -2.00722  0.120
H -2.16648 0.50819 -0.64479  0.146

Computed properties:
Kohn-Sham gap (alpha / beta) ... 7.4 / 8.7 eV
Total charge ... +1
LUMO (alpha / beta) ... -0.2361 / -0.1911 Ha
ΔE to the lowest compared entry with this formula, charge and spin ... 5.722 eV
HOMO level (alpha / beta) ... -13.85 / -13.90 eV